{"formula": "C39H48MoP2Si", "method": "ωB97M-V/def2-TZVPD", "species": ["Mo", "C", "C", "C", "C", "C", "C", "C", "C", "C", "H", "H", "H", "H", "H", "H", "H", "H", "H", "H", "H", "H", "H", "H", "H", "P", "P", "C", "C", "C", "C", "C", "C", "C", "C", "C", "C", "C", "C", "C", "C", "C", "C", "C", "C", "C", "C", "C", "C", "C", "C", "C", "C", "H", "H", "H", "H", "H", "H", "H", "H", "H", "H", "H", "H", "H", "H", "H", "H", "H", "H", "H", "H", "H", "H", "C", "Si", "C", "C", "C", "H", "H", "H", "H", "H", "H", "H", "H", "H", "H", "H"], "coordinates": [[0.270024, 0.006095, 2.174080], [-1.607211, 0.614479, -5.225185], [-1.617562, -0.658694, -4.813982], [-0.771834, -1.794601, -5.328120], [0.578894, -1.408621, -5.962391], [1.489226, -0.576783, -5.098805], [1.511057, 0.758751, -5.006864], [0.648633, 1.747979, -5.739789], [-0.707294, 1.230923, -6.263224], [1.964886, 0.241714, 3.534358], [-2.380561, 1.301671, -4.858158], [-2.391276, -0.981176, -4.107349], [-1.330128, -2.369704, -6.088627], [-0.600534, -2.492209, -4.492480], [1.107889, -2.348805, -6.191815], [0.395593, -0.926482, -6.927462], [2.262717, -1.163071, -4.586398], [2.303297, 1.241816, -4.424401], [1.195266, 2.155214, -6.609135], [0.478244, 2.605716, -5.068723], [-1.239677, 2.099674, -6.684256], [-0.534457, 0.548798, -7.101216], [1.872856, 1.203322, 4.073057], [2.970573, 0.160579, 3.095843], [1.834526, -0.573717, 4.270872], [-1.256151, -0.804918, 0.534244], [1.884844, -0.168954, 0.486118], [-0.286534, -0.996387, -0.982428], [1.058074, -0.823400, -0.979225], [-2.245065, -2.348422, 0.628050], [-2.582256, -3.103357, -0.507421], [-3.320248, -4.283648, -0.369408], [-3.711116, -4.735386, 0.895411], [-3.360683, -3.989102, 2.023589], [-2.635454, -2.805733, 1.893319], [-2.470434, 0.519584, 0.085802], [-2.019102, 1.843619, 0.057123], [-2.929254, 2.882956, -0.162938], [-4.280496, 2.609846, -0.397208], [-4.720137, 1.281513, -0.401883], [-3.824343, 0.239203, -0.156322], [3.388178, -1.211197, 0.638431], [3.234901, -2.502501, 1.159734], [4.357882, -3.304107, 1.372077], [5.635859, -2.834350, 1.045957], [5.783908, -1.550899, 0.506519], [4.667105, -0.737049, 0.306315], [2.512999, 1.488182, 0.002270], [2.706164, 2.456609, 0.993945], [3.163962, 3.726729, 0.635777], [3.409863, 4.035044, -0.703822], [3.188717, 3.069351, -1.696454], [2.726966, 1.799700, -1.347530], [-0.841464, -1.214503, -1.899212], [1.697599, -1.070347, -1.833038], [-2.266598, -2.771673, -1.496191], [-3.597074, -4.855378, -1.252951], [-4.285109, -5.656020, 1.002254], [-3.660672, -4.325626, 3.013385], [-2.381549, -2.227835, 2.782138], [-0.961489, 2.067414, 0.229911], [-2.584810, 3.916635, -0.149605], [-4.987915, 3.424480, -0.564546], [-5.771797, 1.057924, -0.587587], [-4.175053, -0.791605, -0.142729], [2.236042, -2.872364, 1.402462], [4.237758, -4.300543, 1.796284], [6.514084, -3.458091, 1.222111], [6.775345, -1.175319, 0.247478], [4.784676, 0.266996, -0.101777], [2.505293, 2.224453, 2.042947], [3.333289, 4.473101, 1.413257], [3.767371, 5.028188, -0.977831], [3.378755, 3.304666, -2.744138], [2.526896, 1.049112, -2.112890], [0.064683, 0.622394, 6.467106], [-1.314857, 1.037136, 5.271540], [-2.946988, 0.815923, 6.167352], [-1.100453, 2.811760, 4.716707], [-1.287774, -0.068469, 3.696275], [-0.018082, 1.281921, 7.343854], [1.059286, 0.753094, 6.031016], [-0.018071, -0.413668, 6.817782], [-2.992815, 1.482266, 7.042104], [-3.797221, 1.052652, 5.513355], [-3.067916, -0.218489, 6.519831], [-0.123454, 2.941544, 4.234533], [-1.881907, 3.092491, 3.999751], [-1.155715, 3.477784, 5.589937], [-1.173394, -1.140680, 3.987413], [-2.270188, 0.002863, 3.181883]], "atomic_forces_ev_per_a": [[-1.636, 2.888, 7.314], [-0.321, -0.171, 0.140], [-0.289, 0.184, -0.299], [0.235, -0.038, 0.037], [0.039, -0.489, -0.244], [0.273, 0.278, 0.057], [0.314, -0.300, -0.214], [-0.303, 0.144, 0.000], [-0.049, 0.374, -0.347], [1.024, -0.698, -0.937], [0.319, -0.360, 0.205], [0.115, 0.283, -0.130], [0.021, 0.179, 0.338], [0.045, 0.059, -0.185], [-0.186, 0.309, 0.023], [0.221, -0.272, 0.302], [-0.223, 0.359, 0.068], [-0.142, -0.313, -0.022], [-0.013, -0.124, 0.345], [-0.018, -0.173, -0.179], [0.199, -0.295, 0.074], [-0.210, 0.329, 0.214], [-0.345, -0.093, -0.523], [-0.197, 0.044, 0.484], [-0.106, 0.020, -0.386], [-1.787, -1.077, -2.985], [2.787, -0.843, -2.790], [1.241, 0.204, -0.338], [-1.110, -0.265, -0.322], [0.350, -0.218, 0.465], [0.051, 0.034, 0.047], [0.047, 0.181, 0.122], [0.225, 0.417, -0.003], [-0.081, -0.019, -0.087], [-0.064, -0.044, -0.012], [0.122, -0.046, 0.380], [-0.384, 0.113, 0.198], [0.132, 0.040, -0.036], [0.261, -0.345, 0.109], [0.120, 0.079, -0.045], [0.126, -0.016, 0.169], [0.008, 0.009, 0.324], [0.263, 0.085, 0.040], [-0.011, 0.007, -0.086], [-0.286, 0.319, -0.037], [-0.093, -0.153, 0.032], [-0.221, -0.020, 0.097], [-0.707, -0.061, 0.087], [0.005, 0.179, -0.086], [0.013, 0.013, 0.024], [-0.084, -0.293, 0.039], [-0.022, -0.089, 0.186], [0.030, 0.096, 0.056], [0.332, -0.124, 0.126], [-0.450, 0.235, -0.019], [-0.174, -0.179, 0.199], [0.117, 0.158, 0.153], [0.183, 0.263, -0.052], [0.064, 0.055, -0.192], [-0.148, -0.281, -0.260], [-0.113, 0.090, -0.126], [-0.043, -0.271, -0.041], [0.267, -0.269, 0.044], [0.334, 0.030, 0.043], [0.017, 0.252, 0.027], [0.241, -0.034, 0.005], [0.024, 0.245, -0.134], [-0.310, 0.184, -0.071], [-0.316, -0.126, 0.075], [0.050, -0.255, 0.130], [0.196, 0.116, -0.304], [-0.064, -0.187, -0.263], [-0.095, -0.299, 0.079], [-0.072, -0.048, 0.294], [0.113, 0.294, 0.097], [-0.013, -0.317, -0.231], [0.142, 0.826, 0.759], [-0.168, -0.299, -0.340], [-0.125, -0.203, -0.168], [-0.181, -0.871, -2.056], [0.010, -0.152, -0.256], [-0.090, 0.038, 0.236], [0.057, 0.163, 0.031], [0.126, -0.151, -0.260], [0.143, -0.042, 0.181], [-0.002, 0.265, -0.045], [-0.073, 0.164, 0.078], [0.132, 0.101, 0.141], [0.040, -0.109, -0.303], [0.063, 0.224, 0.054], [0.089, 0.102, 0.689]], "homo_energy_ev": [-12.99, -12.99], "charge": 2, "gap_ev": [3.933, 4.577], "de_lowest_ev": 0.000, "s_squared": 2.246, "multiplicity": 3}